(1)
Formula: C18H40O6S
Source: OMol25
Level of theory: ωB97M-V with the def2-TZVPD basis set

Each line ends with the natural charge from an NBO analysis.
Atoms and positions in Å:
C: -3.01162 2.01178 0.61470  -0.249
O: -3.15282 1.14677 1.72026  -0.571
C: -4.39370 0.44195 1.71542  -0.062
C: -4.28698 -0.85579 0.93516  -0.429
C: -3.17042 -1.75827 1.49168  -0.398
C: -1.93301 -1.92490 0.58711  -0.408
C: -0.61887 -1.41403 1.21555  -0.403
C: 0.02021 -0.20683 0.52107  -0.380
C: 0.28005 -0.35093 -0.98934  -0.278
C: 0.00687 0.94839 -1.75062  -0.385
C: -0.04352 0.70965 -3.25802  -0.684
S: 1.30793 -0.31950 -3.80426  2.394
O: 2.07717 0.35735 -4.79765  -0.931
O: 0.80644 -1.64160 -4.03324  -0.940
O: 2.23620 -0.31985 -2.52605  -0.739
C: 1.72137 -0.82439 -1.24912  0.124
C: 1.92105 -2.32304 -1.15837  -0.644
H: -1.98807 2.38567 0.62173  0.194
H: -3.19177 1.49221 -0.33404  0.165
H: -3.70220 2.86033 0.68346  0.174
H: -4.63722 0.21955 2.75814  0.184
H: -5.18206 1.09337 1.31884  0.173
H: -5.25402 -1.36328 0.99503  0.213
H: -4.12599 -0.63484 -0.12470  0.196
H: -3.59422 -2.73877 1.71723  0.207
H: -2.83908 -1.34665 2.44869  0.215
H: -1.81728 -2.97939 0.32813  0.211
H: -2.11900 -1.41094 -0.36118  0.187
H: -0.82304 -1.11515 2.24686  0.231
H: 0.11312 -2.22319 1.28051  0.195
H: -0.61284 0.66814 0.69970  0.211
H: 0.97023 0.01017 1.02076  0.206
H: -0.39487 -1.11377 -1.39442  0.213
H: 0.76000 1.70160 -1.50270  0.218
H: -0.96404 1.34521 -1.44386  0.219
H: 0.02115 1.62764 -3.84063  0.256
H: -0.94567 0.16253 -3.53343  0.245
H: 2.38117 -0.32099 -0.53977  0.198
H: 1.86305 -2.63131 -0.11301  0.218
H: 2.90633 -2.59237 -1.53984  0.231
H: 1.16438 -2.85941 -1.73055  0.229
C: 5.51710 0.14097 -5.41931  -0.640
C: 6.04738 -0.03746 -4.00938  0.098
C: 5.81755 -1.45112 -3.49750  -0.630
O: 5.44844 0.91564 -3.12992  -0.727
H: 4.43880 -0.03711 -5.43067  0.222
H: 5.68511 1.15555 -5.78125  0.214
H: 5.97135 -0.55409 -6.12802  0.205
H: 7.11540 0.19018 -3.97590  0.168
H: 4.74606 -1.67245 -3.49076  0.201
H: 6.19995 -1.55784 -2.48216  0.212
H: 6.30914 -2.18647 -4.13681  0.208
H: 4.49346 0.77225 -3.15905  0.468
C: -3.02892 1.22178 6.31619  -0.630
C: -1.76614 1.29429 5.47259  0.097
C: -1.37648 2.72886 5.15315  -0.630
O: -1.90847 0.53320 4.27847  -0.734
H: -3.86691 1.67224 5.77547  0.195
H: -3.28106 0.18487 6.53730  0.217
H: -2.90787 1.76080 7.25714  0.210
H: -0.94719 0.80999 6.01022  0.171
H: -2.17256 3.21437 4.58090  0.197
H: -0.46453 2.75184 4.55688  0.217
H: -1.21403 3.30669 6.06437  0.209
H: -2.61000 0.92991 3.74287  0.476

2S+1: 1
Energy above the lowest of the compared OMol25 structures with the same formula, charge and spin in eV: 0.0000
LUMO in eV: 0.48

***

(2)
Formula: C27H55O25
Source: OMol25
Level of theory: ωB97M-V with the def2-TZVPD basis set

Each line ends with the Löwdin charge.
Atoms and positions in Å:
C: 1.24374 0.28300 0.86188  -0.075
C: -0.26788 -0.00620 0.83411  -0.671
C: -1.04396 1.15539 1.42915  -0.090
O: -0.75610 -0.48999 -0.35218  -0.248
H: 1.75882 -0.64865 0.62035  0.055
H: 1.59694 0.69287 1.81881  0.058
H: 1.56716 1.00022 0.09387  0.060
H: -0.34999 -0.86906 1.53855  0.079
H: -0.88282 2.10456 0.90262  0.057
H: -0.77409 1.26624 2.49015  0.073
H: -2.11822 0.96047 1.40073  0.058
C: 3.94786 1.11547 1.56209  -0.051
O: 3.84096 -0.28078 1.32861  -0.040
C: 3.55519 -1.04757 2.37531  -0.645
O: 3.57727 -0.73523 3.53433  0.131
O: 3.35690 -2.26172 1.89635  -0.019
C: 2.98653 -3.34362 2.76564  -0.008
H: 4.55442 1.33614 2.44168  0.101
H: 2.95726 1.55331 1.68839  0.047
H: 4.45707 1.54317 0.70200  0.093
H: 3.95557 -3.70715 3.11696  0.098
H: 2.47454 -4.03730 2.10655  0.087
H: 2.37800 -3.01093 3.60363  0.095
C: 4.25107 7.08702 4.25322  -0.047
O: 3.98409 5.78698 3.75491  0.014
C: 2.75888 5.56108 3.33313  -0.631
O: 1.82830 6.32430 3.44230  0.111
O: 2.67117 4.35793 2.79214  0.019
C: 1.45615 4.00468 2.14290  -0.025
H: 3.68713 7.24240 5.17164  0.098
H: 4.15137 7.85512 3.49071  0.099
H: 5.29604 7.10879 4.56670  0.091
H: 1.24093 2.95882 2.36038  0.077
H: 1.63268 4.06454 1.06909  0.097
H: 0.56975 4.56476 2.42507  0.085
C: -0.63875 -6.06100 -1.84319  -0.038
O: -0.52437 -5.91231 -0.43489  0.011
C: -0.73906 -4.68733 0.01074  -0.646
O: -1.22164 -3.76672 -0.58132  0.163
O: -0.33634 -4.60778 1.27649  -0.009
C: -0.58360 -3.41727 1.97399  -0.056
H: 0.02670 -5.40656 -2.40032  0.078
H: -1.65341 -5.90988 -2.20548  0.101
H: -0.33935 -7.08598 -2.06072  0.090
H: -1.56310 -3.03367 1.68385  0.083
H: 0.09515 -2.62033 1.64515  0.071
H: -0.43351 -3.48939 3.04810  0.096
C: 5.32988 -1.85555 -5.24154  -0.041
O: 4.52234 -0.78383 -4.77832  0.001
C: 4.31586 -0.66732 -3.48037  -0.622
O: 4.89474 -1.30339 -2.63178  0.116
O: 3.42009 0.29653 -3.27142  0.021
C: 3.17002 0.61095 -1.89561  -0.024
H: 6.36476 -1.50642 -5.27671  0.093
H: 5.11123 -2.02012 -6.29595  0.088
H: 5.16097 -2.73769 -4.63320  0.098
H: 3.40269 -0.23127 -1.24921  0.073
H: 2.11344 0.82510 -1.75345  0.071
H: 3.78845 1.47243 -1.64452  0.099
C: 0.04816 2.65698 -1.80718  -0.056
O: -1.11680 3.11915 -2.48508  -0.001
C: -1.68383 2.16366 -3.22872  -0.628
O: -1.52423 1.00238 -3.05690  0.179
O: -2.33106 2.79696 -4.21398  -0.011
C: -3.17518 2.02259 -5.05117  -0.054
H: 0.45369 3.44344 -1.16918  0.083
H: 0.77569 2.45571 -2.59614  0.095
H: -0.05634 1.78523 -1.16202  0.056
H: -2.63270 1.15184 -5.42202  0.093
H: -3.57342 2.62590 -5.85815  0.084
H: -3.99048 1.61992 -4.44619  0.096
C: -2.44804 3.89185 3.24418  -0.034
O: -3.73126 3.83490 2.63396  0.013
C: -4.52722 2.78543 2.76557  -0.616
O: -4.39232 1.83747 3.49767  0.119
O: -5.62878 3.03742 2.08821  0.008
C: -6.52167 1.96401 1.83968  -0.028
H: -1.76228 3.51856 2.48142  0.061
H: -2.30010 3.31524 4.15460  0.100
H: -2.21561 4.94294 3.39890  0.092
H: -6.08873 1.24403 1.15138  0.090
H: -7.41663 2.35653 1.35724  0.092
H: -6.85890 1.54350 2.78538  0.102
C: -7.17890 -1.48673 -0.37075  -0.065
O: -6.59295 -1.24395 0.88345  -0.021
C: -5.26713 -1.40710 0.99361  -0.621
O: -4.52906 -1.70654 0.10023  0.152
O: -4.94688 -1.25106 2.26781  0.013
C: -3.56310 -1.16749 2.61381  -0.031
H: -7.77947 -2.39721 -0.38667  0.090
H: -6.42379 -1.61075 -1.15030  0.092
H: -7.78233 -0.63008 -0.67466  0.088
H: -2.88943 -1.41027 1.79348  0.077
H: -3.41956 -1.84750 3.45753  0.095
H: -3.28111 -0.20894 3.04435  0.067
C: 1.18814 -4.09107 -5.47847  -0.047
O: 1.96566 -3.69042 -4.36648  -0.011
C: 1.36052 -3.24033 -3.27208  -0.632
O: 0.20979 -2.99519 -3.10545  0.160
O: 2.30816 -3.08517 -2.34453  0.002
C: 1.84523 -2.74901 -1.04029  -0.022
H: 0.84747 -5.11704 -5.34536  0.091
H: 1.76360 -4.02761 -6.39887  0.085
H: 0.35576 -3.39091 -5.57054  0.097
H: 1.67282 -3.65514 -0.45400  0.095
H: 0.96526 -2.09562 -1.08192  0.089
H: 2.64338 -2.20068 -0.53750  0.072

2S+1: 1
Energy above the lowest of the compared OMol25 structures with the same formula, charge and spin in eV: 0.0000
Total charge: -1
LUMO in eV: 2.30